Computed, not measured: a cluster of 10 separate species, C24H66NO13 in total in a non-equilibrium geometry, with wB97M-V/def2-TZVPD.

```
104
Properties=species:S:1:pos:R:3:forces:R:3
C -0.35831 -0.09579 -1.30546 -0.03 -0.30 0.64
C -0.18529 -1.61950 -0.81499 0.15 0.50 -0.17
O 1.18539 -1.87000 -0.42161 -0.92 0.17 1.03
C 1.35247 -1.56524 1.00361 -0.02 -0.26 0.57
C 2.93063 -1.56934 1.26944 -0.57 0.57 -1.54
O 3.35339 -0.76758 2.38712 0.02 -0.97 -2.26
N 2.73783 -1.13758 3.55875 -0.52 -0.17 2.91
C 1.75036 -0.12657 4.03690 -1.15 0.42 -1.44
C 2.18523 1.32849 3.49770 -0.70 4.72 -1.98
O 3.31049 1.87161 3.74646 -2.35 -2.47 0.24
O 1.26651 2.07116 2.75094 2.09 -3.65 3.00
H -0.25161 0.65113 -0.43476 -0.21 -1.24 -1.26
H -1.40806 0.00254 -1.74366 1.43 0.07 0.42
H 0.45785 0.16599 -2.06616 -1.30 -0.53 0.94
H -0.84268 -1.86543 0.10170 0.60 0.42 -1.61
H -0.41600 -2.32034 -1.69564 0.23 0.91 1.34
H 0.82899 -0.58037 1.24131 1.15 -0.94 -0.24
H 0.84139 -2.37763 1.65893 0.81 1.23 -1.28
H 3.29710 -2.65373 1.28957 -0.43 1.27 0.41
H 3.41374 -1.09627 0.33439 -0.68 -0.58 1.56
H 2.35345 -2.08962 3.53001 0.16 0.64 -0.33
H 0.72627 -0.36748 3.57215 1.16 0.66 0.67
H 1.59600 -0.12328 5.16809 0.74 -0.11 -1.44
C 1.73985 -6.25587 -1.97979 -0.07 -0.08 -0.07
C 2.20796 -5.04252 -1.20059 0.08 -0.23 -0.15
O 2.99715 -5.44864 -0.08602 0.01 -0.06 0.27
H 1.15215 -6.92004 -1.34012 -0.03 0.10 -0.03
H 1.12802 -5.95605 -2.83424 0.03 -0.06 0.01
H 2.59306 -6.83692 -2.34355 -0.02 0.06 -0.09
H 1.35337 -4.47866 -0.82246 0.25 0.06 0.13
H 2.80645 -4.37872 -1.83196 -0.19 0.10 -0.05
H 3.75583 -5.93828 -0.42845 -0.14 0.13 0.11
C -1.68940 -6.30175 -4.74971 0.00 -0.13 0.11
C -2.49436 -5.01888 -4.81053 0.27 -0.07 -0.31
O -1.74033 -3.94019 -4.26245 -0.03 0.35 0.13
H -1.41711 -6.53352 -3.71651 -0.09 0.00 -0.05
H -2.25695 -7.13957 -5.16178 0.07 0.02 -0.01
H -0.75567 -6.19944 -5.31083 -0.09 -0.04 -0.09
H -3.41464 -5.11749 -4.23127 0.12 0.20 0.04
H -2.76090 -4.77290 -5.84271 -0.15 -0.17 0.02
H -0.93273 -3.85343 -4.78550 -0.16 -0.01 0.12
C -2.41836 3.80015 4.39642 -0.08 0.22 0.12
C -2.68762 2.31363 4.26996 0.57 -0.02 -0.30
O -1.87584 1.75613 3.24937 -0.28 -0.06 0.21
H -2.62093 4.30764 3.44956 -0.07 -0.10 0.05
H -3.04214 4.24556 5.17667 0.04 0.06 0.00
H -1.36775 3.98353 4.63833 -0.06 -0.06 0.05
H -3.73305 2.13452 4.00671 0.08 -0.07 -0.06
H -2.47504 1.79652 5.21248 -0.18 0.09 0.17
H -0.94715 1.91201 3.49417 0.30 -0.10 -0.52
C -1.96249 6.99701 -0.08169 0.02 0.19 -0.06
C -2.89965 6.04823 0.63972 0.46 -0.20 -0.08
O -2.72689 4.72442 0.15199 -0.16 -0.02 -0.06
H -2.15122 6.97713 -1.15833 -0.08 0.01 0.09
H -2.08825 8.02080 0.27985 0.08 -0.02 -0.02
H -0.92093 6.69786 0.06527 -0.06 0.07 0.11
H -3.93968 6.33748 0.47303 0.03 -0.19 -0.02
H -2.70819 6.05385 1.71771 -0.07 0.20 0.03
H -1.80730 4.47121 0.31101 -0.21 -0.08 0.05
C 3.81439 4.97775 4.90138 0.00 -0.08 0.19
C 2.90014 6.13295 4.54939 0.00 -0.47 -0.19
O 2.50291 6.04418 3.18695 -0.19 0.25 -0.09
H 4.70034 4.98070 4.26202 -0.10 0.03 0.05
H 4.13279 5.03537 5.94644 0.01 -0.01 0.01
H 3.30835 4.02262 4.73934 0.09 -0.03 -0.01
H 3.41412 7.08766 4.69031 -0.13 0.06 -0.17
H 2.00371 6.12737 5.17918 0.07 0.08 0.19
H 2.04102 5.19970 3.07160 0.25 -0.01 -0.03
C -0.98202 -6.09766 2.83201 -0.15 -0.07 0.10
C -0.61689 -4.93587 1.92890 0.32 -0.26 0.07
O 0.72123 -4.52385 2.17402 -0.01 -0.10 0.10
H -0.87456 -5.81496 3.88233 -0.06 0.05 -0.10
H -2.01148 -6.42018 2.65690 0.05 -0.05 0.03
H -0.31352 -6.94642 2.65987 -0.08 0.00 -0.09
H -1.27255 -4.08342 2.11901 0.18 0.04 -0.03
H -0.71131 -5.21627 0.87431 -0.21 0.01 -0.03
H 1.29716 -5.27992 1.99456 0.04 0.25 -0.09
C -5.94100 -3.22820 -7.55276 -0.10 0.05 0.11
C -4.49261 -3.08829 -7.97494 -0.27 -0.09 -0.11
O -3.88250 -4.37034 -8.06750 0.27 -0.24 -0.06
H -6.01129 -3.73765 -6.58859 0.08 0.15 -0.02
H -6.41988 -2.24982 -7.47038 -0.02 -0.07 0.01
H -6.49808 -3.83307 -8.27521 0.00 0.11 -0.07
H -3.93572 -2.50329 -7.24104 -0.01 -0.17 -0.04
H -4.41469 -2.58895 -8.94651 -0.04 0.15 0.04
H -4.37083 -4.88441 -8.72309 0.11 0.11 0.15
C -3.33830 0.65992 -5.05148 0.00 0.16 -0.06
C -4.30471 -0.26645 -4.34023 0.40 -0.09 -0.02
O -4.19315 -1.58690 -4.85861 -0.07 -0.16 -0.12
H -3.53967 0.67228 -6.12613 -0.08 0.02 0.08
H -3.41850 1.67899 -4.66577 0.08 -0.04 -0.02
H -2.30787 0.31592 -4.92372 -0.04 0.07 0.12
H -5.33373 0.06810 -4.48800 0.03 -0.19 -0.01
H -4.10091 -0.29223 -3.26517 -0.08 0.18 0.02
H -3.28154 -1.88053 -4.71592 -0.18 -0.12 0.08
C 7.14828 6.46268 3.49689 0.06 -0.14 -0.04
C 7.52984 7.33523 4.67567 -0.33 0.00 -0.30
O 7.75213 8.67477 4.24645 0.15 0.28 0.08
H 7.93606 6.47582 2.73902 0.02 -0.02 0.12
H 6.98052 5.43104 3.81372 -0.05 0.05 -0.09
H 6.23845 6.83572 3.01776 -0.05 -0.11 0.11
H 8.45007 6.97246 5.13831 -0.01 0.21 -0.03
H 6.73936 7.33552 5.43308 0.04 -0.20 0.06
H 6.93203 8.99194 3.84709 0.17 -0.10 0.07
```
Forces are in eV/Å.

Values from the calculation:
* gap between HOMO and LUMO: 6.31 eV
* largest force on an atom: 5.17 eV Å⁻¹
* LUMO level: 1.9212 eV
* charge: -1

=====

Computed, not measured: a cluster of 11 separate species, C24H68N2O17S in total, with wB97M-V/def2-TZVPD.

```
112
Properties=species:S:1:pos:R:3:forces:R:3
C 0.53596 -3.90813 3.43728 0.29 -0.35 -0.34
C 1.70601 -4.16800 2.47612 -0.12 -0.14 0.30
O 1.79026 -3.19233 1.45006 0.10 0.05 -0.14
C 1.07168 -3.57304 0.29572 0.19 -0.29 0.16
C 0.84225 -2.38858 -0.60081 -0.03 -0.08 -0.03
O 0.16332 -1.36390 0.10511 0.01 0.09 0.14
C 0.04558 -0.16312 -0.62084 0.31 -0.23 -0.14
C 1.09607 0.87517 -0.20783 0.08 0.17 -0.43
C 0.60871 2.32367 0.02368 0.52 -0.06 0.33
C 1.76631 3.31251 -0.22259 -0.07 -0.09 -0.12
C 1.77712 4.47372 0.73682 0.17 -0.19 -0.33
O 0.74925 4.92109 1.17091 -0.31 0.20 0.42
N 3.06827 4.99312 1.05440 0.04 0.16 0.17
C 3.24483 5.12657 2.51509 0.10 0.19 0.02
C 3.26181 6.26405 0.33947 0.04 0.13 -0.05
S -0.83494 2.81717 -0.93567 -0.25 0.41 0.11
O -0.40829 3.44594 -2.15380 -0.02 -0.18 0.04
O -1.75813 3.50647 -0.08533 0.13 -0.14 -0.12
O -1.53260 1.44884 -1.37901 0.38 0.03 0.00
C -1.38453 0.31441 -0.48975 -0.38 -0.42 0.05
O -1.60412 0.70966 0.83400 0.08 0.12 0.18
C -2.34275 -0.77926 -0.98392 -0.39 0.44 -0.19
C -3.20922 -1.42542 0.10279 -0.16 -0.29 -0.10
N -3.76090 -2.71634 -0.29871 0.04 -0.02 0.10
H 0.87683 -3.39475 4.33516 -0.17 0.14 -0.08
H -0.21053 -3.30254 2.92299 -0.03 0.05 0.17
H 0.08084 -4.86095 3.71513 -0.08 0.13 0.14
H 1.60305 -5.17054 2.03901 0.06 0.09 -0.12
H 2.65800 -4.16002 3.01294 -0.03 0.08 -0.08
H 1.66141 -4.30165 -0.27782 -0.16 -0.01 -0.03
H 0.12596 -4.06514 0.56055 -0.06 0.23 0.00
H 1.80195 -2.02802 -0.99566 -0.05 0.07 0.12
H 0.22499 -2.72583 -1.44627 0.12 0.01 -0.05
H 0.17682 -0.38267 -1.68886 -0.12 0.11 0.04
H 1.58713 0.53474 0.70577 -0.14 0.04 0.03
H 1.86742 0.90337 -0.98318 -0.04 -0.03 0.06
H 0.29592 2.42473 1.06210 -0.29 0.00 -0.16
H 2.72069 2.79023 -0.17262 -0.03 0.02 0.05
H 1.68397 3.74131 -1.22754 0.12 -0.08 -0.01
H 3.69714 6.08830 2.76247 0.00 -0.07 -0.10
H 3.91783 4.34819 2.87600 -0.14 -0.03 0.06
H 2.29520 5.08506 3.05074 0.07 -0.08 0.03
H 2.47642 6.99784 0.56494 0.02 -0.04 0.01
H 3.28734 6.09508 -0.73965 -0.05 -0.03 0.05
H 4.22285 6.68720 0.63185 -0.03 -0.09 -0.05
H -2.36756 1.30233 0.89464 -0.02 -0.10 -0.11
H -1.77596 -1.54808 -1.51396 0.03 0.02 0.15
H -3.00738 -0.33052 -1.72950 0.08 -0.03 0.01
H -4.05201 -0.76342 0.32304 0.11 -0.02 0.17
H -2.65069 -1.57947 1.02677 0.07 0.10 -0.08
H -2.99987 -3.32381 -0.58532 -0.03 -0.06 0.06
H -4.34635 -2.63688 -1.12069 0.11 0.17 0.00
C -3.95402 -4.09415 -4.29913 -0.15 -0.02 0.26
O -4.36576 -3.71985 -2.98283 -0.13 -0.07 -0.17
H -2.97404 -3.66057 -4.45786 0.02 0.00 -0.03
H -3.87412 -5.17841 -4.38235 0.08 0.00 -0.11
H -4.63652 -3.71694 -5.06482 0.00 0.02 0.01
H -5.23715 -4.09313 -2.81930 0.01 -0.01 -0.02
C -2.00009 -6.98796 2.11001 -0.01 0.05 0.10
O -2.11633 -6.40195 3.40060 0.03 -0.07 -0.07
H -1.35854 -6.33839 1.51844 0.01 0.01 -0.01
H -1.54618 -7.98183 2.15692 0.02 0.00 -0.03
H -2.96982 -7.06152 1.61132 -0.01 0.00 -0.03
H -2.68566 -6.96122 3.93565 0.00 0.03 0.02
C -1.46164 0.05089 4.57911 0.04 -0.04 -0.12
O -0.64540 -0.57322 3.60116 -0.12 0.08 0.04
H -1.01226 -0.14691 5.55008 0.00 0.00 0.02
H -1.51296 1.13470 4.43334 -0.01 0.01 0.03
H -2.47797 -0.35473 4.57777 -0.01 0.01 0.03
H -1.03948 -0.39871 2.73897 0.15 -0.02 -0.13
C 1.26714 7.80629 4.14611 -0.13 -0.22 -0.23
O 0.24982 7.55426 3.19090 0.01 0.06 0.07
H 1.11013 8.81112 4.53304 -0.02 0.01 -0.01
H 1.22443 7.09335 4.97486 0.10 0.03 0.03
H 2.25661 7.75879 3.67942 0.07 0.05 0.14
H 0.36920 6.66938 2.82706 0.00 0.03 -0.04
C -0.97333 -5.96969 -2.99595 -0.07 -0.17 -0.03
O -1.31622 -5.84767 -1.61739 0.03 0.00 0.10
H 0.11449 -5.99535 -3.05272 -0.61 0.08 -0.09
H -1.37758 -6.88742 -3.42928 -0.13 0.00 -0.05
H -1.34208 -5.11708 -3.56524 -0.04 0.02 -0.07
H -2.27528 -5.80988 -1.55403 0.00 0.03 0.03
C 2.31190 4.27666 -4.79756 -0.13 0.03 0.04
O 0.99368 4.73768 -4.56339 0.20 -0.01 0.03
H 2.63449 4.68548 -5.75288 0.02 0.00 -0.01
H 3.00845 4.61893 -4.02450 0.03 -0.01 -0.02
H 2.35583 3.18410 -4.85574 0.04 -0.01 -0.01
H 0.69950 4.37932 -3.71926 -0.24 -0.03 0.00
C 1.98486 -6.85343 -1.83705 0.12 -0.03 0.12
O 1.82205 -5.56290 -2.41630 0.70 0.12 0.10
H 1.26700 -6.92771 -1.02359 -0.04 0.02 -0.01
H 1.77881 -7.64702 -2.55951 -0.01 -0.02 0.01
H 2.99154 -6.98825 -1.43331 -0.03 0.00 -0.01
H 2.44841 -5.47488 -3.13999 0.09 0.03 0.02
C -1.79289 6.86552 -1.12459 -0.01 0.00 0.08
O -1.16086 7.28925 0.07580 0.03 -0.06 -0.20
H -2.45758 7.66862 -1.43747 0.00 0.01 -0.01
H -1.06814 6.68351 -1.92445 -0.02 -0.01 -0.03
H -2.38234 5.95802 -0.96960 0.01 0.02 -0.03
H -0.57583 6.57751 0.35258 -0.02 -0.03 0.17
C -2.00772 -5.42141 -7.44648 0.02 0.03 0.10
O -1.78166 -5.22907 -6.05167 0.13 -0.02 -0.32
H -2.99278 -5.86957 -7.55122 -0.01 -0.01 0.00
H -1.99267 -4.47350 -7.98972 -0.03 -0.01 -0.02
H -1.26710 -6.09502 -7.88375 -0.02 -0.02 -0.02
H -0.90957 -4.83462 -5.95615 -0.01 -0.02 0.09
C 3.69867 6.62584 6.75035 -0.02 -0.25 -0.01
O 3.36937 5.45892 6.00125 0.02 0.10 -0.02
H 3.54742 7.48400 6.10035 0.00 0.00 -0.02
H 3.05019 6.72471 7.62424 0.03 0.09 0.02
H 4.74302 6.60134 7.07122 0.00 0.10 0.03
H 3.50129 4.69741 6.57235 -0.03 -0.03 -0.04
```
Forces are in eV/Å.

Values from the calculation:
* gap between HOMO and LUMO: 9.15 eV
* relative energy (zero: lowest compared OMol25 entry of this formula, charge and spin): 20.75 kJ/mol
* SMILES: CCOCCO[C@@H]1C[C@@H](CC(=O)N(C)C)S(=O)(=O)O[C@@]1(O)CCN.CO.CO.CO.CO.CO.CO.CO.CO.CO.CO
* largest force on an atom: 0.71 eV Å⁻¹
* LUMO level: 0.0860 eV
* charge: 0

=====

Number 1: calculated total energy -1986.7199 Eh, HOMO energy -4.388 eV. Number 2: calculated total energy -2741.7773 Eh, HOMO energy -9.064 eV.